Entry 1:
# C34H47N5OP2PtS

A molecular structure, C34H47N5OP2PtS (ωB97M-V with the def2-TZVPD basis set, the OMol25 dataset).

The geometry in XYZ format:
```
91
Properties=species:S:1:pos:R:3:mulliken_charge:R:1
H -0.23 -3.11 2.37 0.043
C 3.56 3.05 -2.57 -0.874
H 1.62 -3.89 0.28 0.278
C -1.94 -4.45 0.60 -0.645
H 3.64 0.94 1.34 0.547
H 1.99 0.05 -2.65 0.455
C 1.10 0.08 4.12 -0.888
H 1.06 -5.81 1.74 0.380
P -1.61 -0.03 -0.35 -0.549
H -2.89 0.56 -5.86 0.417
H -2.76 -1.82 1.55 0.007
S -2.87 4.91 0.90 -0.040
C 3.10 1.84 -3.07 -0.882
C -4.93 1.36 1.55 -1.240
H -5.52 2.27 1.57 0.506
C -1.21 4.90 0.16 -1.121
C -0.85 3.54 -0.42 -0.315
C -0.71 2.46 0.65 -0.853
C 2.36 1.00 -2.26 -0.317
H 0.10 3.63 -0.97 0.270
C -3.39 -0.94 1.52 -0.383
H -1.60 3.23 -1.15 0.196
H 2.31 2.88 0.57 0.505
C -4.50 -0.87 2.35 -0.900
C 2.92 0.72 2.12 -0.757
H 0.40 -0.18 4.89 0.513
H -3.44 5.51 3.12 0.376
P 1.03 0.29 0.05 0.152
C 0.61 -3.74 2.08 -0.325
H -3.57 2.15 0.11 0.279
H -2.57 -2.77 -0.41 0.286
H 4.15 3.71 -3.20 0.447
C 3.91 -1.58 -1.19 0.259
N -1.70 -3.29 -0.31 -0.741
C 2.07 1.36 -0.95 0.921
H -0.18 -5.28 -0.27 0.369
O 3.08 -1.43 -0.27 -0.481
C 3.30 0.78 3.45 -0.806
H -2.27 6.66 2.46 0.325
H -1.19 5.65 -0.63 0.480
Pt -0.16 -1.72 -0.07 1.816
C 2.53 2.58 -0.45 -0.633
H 0.12 2.69 1.32 0.495
N 1.20 -3.16 0.84 -0.283
H 3.88 -2.87 -4.28 0.347
C -2.66 0.46 -4.81 -0.649
H 2.69 0.52 5.49 0.445
C 0.71 0.03 2.79 -0.631
H 3.32 1.56 -4.09 0.510
H -1.61 2.44 1.27 0.611
C -5.27 0.29 2.35 -0.801
C -3.83 1.29 0.71 -0.355
C -2.53 5.61 2.53 -0.918
H -0.32 -5.52 2.78 0.426
N 3.58 -2.24 -2.33 -0.013
H -0.31 -0.24 2.54 0.336
C 1.62 0.37 1.77 1.129
H -0.49 5.20 0.92 0.445
C -3.05 0.13 0.68 1.768
H 4.31 1.06 3.70 0.477
H -1.72 5.06 3.02 0.269
H 5.44 -0.66 -0.24 0.243
C -3.50 1.01 -3.86 -0.858
C -1.25 -0.38 -3.06 -0.416
H -4.76 -1.70 2.98 0.498
H 1.96 -2.52 1.06 0.155
C -0.74 -5.38 0.66 -0.708
C -3.23 0.86 -2.51 -0.289
C -2.08 0.18 -2.09 1.094
H -0.36 -0.93 -2.75 0.157
N -0.47 1.13 0.09 1.024
H -0.87 -0.68 -5.15 0.448
H -3.92 1.28 -1.79 0.392
C 3.26 3.42 -1.27 -0.814
H 2.65 -2.61 -2.35 0.242
H -1.09 -6.42 0.67 0.393
C 0.18 -5.18 1.87 -1.084
C -1.53 -0.24 -4.41 -0.898
N 5.16 -1.08 -1.11 -0.358
H -2.19 -4.06 1.58 0.404
C 2.40 0.46 4.45 -0.705
H 4.84 -1.48 -3.83 0.373
H 1.33 -3.69 2.89 0.449
H 5.87 -1.28 -1.79 0.155
H -6.14 0.35 3.00 0.424
H -4.39 1.55 -4.17 0.474
C 4.45 -2.43 -3.47 -1.144
H 3.61 4.37 -0.88 0.486
H -2.82 -4.99 0.23 0.478
H -1.50 -3.66 -1.24 0.356
H 5.28 -3.10 -3.24 0.347
```

Summary:
Energy above the lowest of the compared OMol25 structures with the same formula, charge and spin ... 9.9 kcal/mol
F_max ... 1.850 eV Å⁻¹
Total charge ... +2
Electronic energy ... -2872.6924 Ha

Entry 2:
# C34H48BN4O10PS

4 unconnected molecules or ions with the total composition C34H48BN4O10PS (ωB97M-V with the def2-TZVPD basis set, the OMol25 dataset).

The geometry in XYZ format:
```
99
Properties=species:S:1:pos:R:3:mulliken_charge:R:1
H 7.23 -2.10 3.08 0.348
H -0.94 1.99 0.33 0.834
H -5.46 -1.83 0.96 0.178
N -1.42 0.62 -4.44 -0.658
H -2.34 -4.63 -3.38 0.202
C 4.81 -3.58 3.94 -0.993
H 5.64 -3.30 4.58 0.273
C -3.01 -0.73 -3.13 0.699
H 1.31 0.31 5.54 0.375
H -6.17 -0.62 2.66 0.391
C 2.43 2.03 2.87 -0.335
H -3.29 -2.17 0.68 0.424
C 4.81 -2.80 2.64 -0.426
H -6.24 1.33 1.18 0.198
H 7.07 -1.21 4.61 0.264
C -1.94 0.36 -0.72 0.415
C 5.16 5.79 2.86 -0.445
H 5.70 -2.99 2.04 0.367
H -2.17 1.13 1.22 0.497
O 1.06 1.46 -2.28 -0.762
H -2.63 -6.02 -6.11 0.378
C -4.98 -0.84 0.89 -0.542
H -4.48 -0.24 2.93 0.366
H 5.54 6.49 4.88 0.276
H -2.86 -4.32 -5.78 0.240
C -4.47 -2.05 -4.15 -0.620
C -4.97 -2.47 -2.90 0.209
C -1.95 0.22 -3.14 0.183
C 1.57 1.58 1.91 -0.223
S 0.88 -0.77 -5.03 -0.324
C 0.02 -5.83 -5.82 0.716
H -7.49 -3.17 -3.47 0.110
O -0.36 -1.13 0.99 -0.550
H -2.01 5.54 -3.86 0.390
H 0.03 4.37 -3.61 0.402
O -0.93 -4.90 -5.65 -0.398
C -5.30 -0.11 2.22 -0.703
O 5.45 0.62 3.17 -0.518
H 1.61 1.92 0.88 0.254
H -0.23 -0.56 3.81 0.403
P -6.34 -3.68 -2.82 0.277
C 2.82 6.26 3.44 0.771
C 5.94 5.77 4.16 -0.997
C -0.31 -7.28 -5.52 -0.899
H -1.35 -7.54 -5.68 0.323
H 7.78 -0.44 3.18 0.322
H -2.92 -0.69 1.52 0.266
H -5.95 1.74 2.76 0.229
H 3.89 -3.38 4.50 0.299
C -0.35 0.05 1.21 0.568
C 0.59 0.63 2.23 0.541
C 0.52 0.19 3.53 -0.415
O 3.80 5.40 3.06 -0.322
H -4.91 -2.47 -5.05 0.487
O 1.68 5.89 3.42 -0.547
H 5.57 5.05 2.18 0.346
C -2.93 -0.59 -0.67 0.904
H 5.22 6.75 2.35 0.395
H 3.06 1.94 4.96 0.476
H 2.41 8.32 3.68 0.316
C -2.06 4.73 -3.12 -1.262
C -2.64 -5.48 -4.00 -0.621
H -0.03 -7.50 -4.50 0.245
H -6.68 -3.82 -1.45 0.069
H -2.09 -6.35 -3.63 0.324
N -5.56 1.31 1.93 -0.579
C -1.34 0.99 0.51 -2.050
C 5.66 -0.56 3.15 0.794
C -2.32 -5.20 -5.46 -0.408
H 1.54 1.72 -1.48 0.295
H 5.88 4.78 4.62 0.289
H 6.99 6.01 3.98 0.375
C -0.49 -0.06 -4.84 0.452
O -5.95 -5.01 -3.37 -0.634
C -3.49 -1.13 -1.86 0.513
O -0.55 3.19 -2.01 -0.423
N -3.48 -1.20 -4.31 -0.578
H 3.19 2.77 2.62 0.452
C 3.20 7.63 3.95 -1.043
C 7.01 -1.13 3.53 -1.099
H -3.00 4.18 -3.21 0.284
H -1.08 3.08 -4.06 0.172
B -0.26 1.84 -2.12 0.798
H -5.47 -0.36 0.04 0.513
C 2.38 1.57 4.21 -0.820
O 1.12 -5.49 -6.14 -0.578
H 0.28 -7.90 -6.20 0.309
C -3.46 -1.09 0.66 -1.291
H 3.28 7.59 5.04 0.265
C -1.44 0.77 -2.01 -0.150
H 4.87 -4.65 3.74 0.379
H 4.13 8.02 3.54 0.344
O 4.65 -1.40 2.87 -0.336
C 1.38 0.65 4.51 -0.751
H 3.96 -3.10 2.04 0.342
C -0.85 3.81 -3.28 -0.105
H -3.71 -5.65 -3.87 0.193
H -2.02 5.19 -2.13 0.271
N -4.49 -2.04 -1.75 -0.181
```

Summary:
F_max ... 1.775 eV Å⁻¹
Electronic energy ... -3060.2476 Ha

Entry 3:
# C34H48BrF18NO12P

A molecular structure, C34H48BrF18NO12P (ωB97M-V with the def2-TZVPD basis set, the OMol25 dataset).

The geometry in XYZ format:
```
115
Properties=species:S:1:pos:R:3:mulliken_charge:R:1
C -6.93 -2.47 -0.49 0.360
O 4.19 3.33 -1.07 -0.335
H -2.99 -5.09 -3.14 0.372
C 2.65 4.18 3.92 -0.208
F 7.23 -4.66 -6.61 -0.231
H 0.48 7.51 2.50 0.307
C 3.95 -7.71 -5.65 -1.178
C 4.47 1.97 -1.41 -0.329
H -0.23 -4.49 0.30 0.310
C 0.61 -3.17 -2.96 -0.486
F -1.85 5.55 0.72 -0.246
C -0.65 8.93 1.34 -0.497
F 4.72 3.95 7.61 -0.246
C 0.44 7.90 1.48 -0.824
C 3.16 3.15 5.99 0.369
C -1.60 -7.33 -0.01 -0.933
C 5.07 -4.83 -5.58 0.381
H -9.48 -0.93 -1.77 0.325
H 5.01 1.98 -2.36 0.338
F -5.22 -3.15 1.05 -0.236
O 3.93 2.73 1.10 -0.523
H 2.52 1.67 -2.28 0.343
H 3.34 3.47 3.45 0.341
C 3.71 5.07 0.47 0.921
O -2.26 2.56 2.60 -0.182
O 2.91 4.30 5.32 -0.385
P -1.39 -6.56 -1.77 0.067
C 1.20 3.79 3.68 -0.752
O -0.49 9.98 2.31 -0.331
H 0.54 -2.04 -0.93 0.410
O 5.51 -5.97 -5.00 -0.340
H 3.69 -6.31 -4.02 -0.316
H 0.05 -5.01 -3.96 0.383
H -2.39 -8.18 -0.16 0.378
H -4.17 -4.47 -0.34 0.234
C 0.40 10.95 2.00 0.366
C 2.44 -5.18 0.93 -0.443
C 6.25 -3.95 -6.00 0.827
H -4.08 2.24 3.58 0.341
H -2.33 -4.17 -0.22 0.156
C 1.88 -4.04 -0.08 -0.450
C -9.73 -3.06 -1.67 -1.099
H -4.53 0.09 2.33 0.308
H -1.95 -6.57 0.78 0.292
H 0.53 4.49 4.17 0.387
H -10.39 -3.10 -2.55 0.369
F -6.98 -2.21 1.90 -0.260
O -6.57 -3.20 -1.38 -0.529
F 3.42 2.32 8.22 -0.242
H 1.51 -4.94 -3.22 -0.026
C -6.17 -2.22 0.81 0.890
H 2.84 5.15 3.47 0.312
C 0.21 -5.49 -1.80 -0.128
H 3.39 0.16 -1.90 0.306
H 0.28 7.06 0.79 0.216
C -3.28 1.68 3.08 -0.508
H 5.14 1.51 -0.67 0.320
H 1.42 8.33 1.27 0.480
O -8.06 -1.72 -0.53 -0.309
H 2.62 -3.76 -0.91 0.257
H -3.00 0.29 1.45 0.266
C 4.49 -6.86 -4.52 0.502
O 1.04 10.97 0.98 -0.509
C -1.50 4.57 1.59 1.265
F 4.87 5.77 0.42 -0.275
F -0.66 12.82 3.05 -0.246
C 0.43 12.01 3.09 0.868
O 3.17 2.05 5.46 -0.528
F 2.90 5.62 -0.46 -0.261
H -1.62 8.47 1.53 0.289
C 0.05 -2.95 -1.45 -0.339
C -3.81 0.82 1.95 -0.848
H -10.34 -3.06 -0.77 0.312
H 3.47 -7.33 1.62 0.339
C 3.18 1.18 -1.56 -0.984
H -9.13 -3.98 -1.65 0.310
C -8.85 -1.83 -1.72 -0.204
H -3.29 -3.34 -1.58 0.160
F -5.54 -1.02 0.81 -0.245
H 0.99 2.80 4.09 0.355
H 3.46 -7.10 -6.41 0.310
F 2.62 4.31 8.01 -0.241
H -3.86 -6.23 -1.97 0.402
H 4.77 -8.24 -6.16 0.326
H -1.06 -2.62 -1.50 0.041
H 2.64 1.13 -0.61 0.306
H -2.81 1.04 3.84 0.368
H -8.21 -1.83 -2.61 0.305
F 0.47 11.48 4.34 -0.242
N 0.50 -4.70 -3.08 -0.020
C 3.06 -6.29 1.32 -0.292
C 3.94 3.58 0.24 0.333
C -2.69 3.70 2.00 -0.083
H 4.96 -7.50 -3.77 0.358
O 3.90 -4.54 -5.72 -0.534
H 1.78 -3.08 0.58 0.403
C -3.19 -4.33 -0.97 -0.595
C 0.41 -4.35 -0.67 0.259
H -4.31 1.43 1.19 0.328
H 3.24 -8.45 -5.28 0.377
F 1.51 12.83 3.00 -0.239
C 3.48 3.43 7.45 0.852
H -0.04 -2.81 -3.83 0.373
F -0.93 5.19 2.65 -0.220
Br 1.61 -6.94 -1.96 -0.021
H 1.69 -2.75 -2.99 0.207
C -2.94 -5.51 -2.05 -0.617
O -3.85 3.99 1.86 -0.521
F 5.90 -2.97 -6.86 -0.234
F 3.15 5.34 1.67 -0.230
F 6.82 -3.34 -4.93 -0.248
F -0.52 3.86 0.98 -0.281
H -0.69 9.35 0.33 0.358
H 0.98 3.77 2.61 0.074
H -0.61 -7.85 0.24 0.314
```

Summary:
F_max ... 6.861 eV Å⁻¹
Total charge ... +1
Electronic energy ... -6994.5497 Ha

Entry 4:
# C34H48N3O3PSn

A molecular structure, C34H48N3O3PSn (ωB97M-V with the def2-TZVPD basis set, the OMol25 dataset).

The geometry in XYZ format:
```
90
Properties=species:S:1:pos:R:3:mulliken_charge:R:1
C -1.39 -3.44 1.37 -1.345
H -0.31 0.81 -3.56 0.443
C -1.33 -0.12 3.05 0.041
C -5.13 0.85 -3.11 -1.159
H 5.83 -1.14 3.37 0.365
H -2.89 4.29 -2.36 0.531
H -6.75 -1.09 -3.86 0.350
C -2.54 -1.11 1.35 0.676
H -0.61 0.31 5.01 0.353
H 2.42 -3.71 0.88 0.081
H 4.84 1.68 -2.29 0.318
H -3.85 -0.52 -0.24 0.068
H -0.66 -0.75 -2.76 -0.073
H 5.12 -1.75 1.00 0.300
N 2.19 1.69 3.24 -0.249
C 0.35 -2.01 3.56 -1.264
H 0.98 -1.26 4.04 0.365
C 4.78 -1.30 3.10 -1.388
H 4.63 0.92 -3.87 0.402
C 3.40 2.11 3.59 -0.729
H -5.95 -1.11 -5.44 0.294
H 5.56 0.09 -2.61 0.329
C 0.48 1.09 1.74 -0.741
H 1.91 2.95 0.19 0.237
H 4.83 -0.01 1.36 0.105
H 1.79 -4.36 -0.66 0.385
H 4.04 -5.32 -0.03 0.407
C 3.41 0.05 -2.34 0.298
H 3.27 -0.92 -2.83 0.257
H 0.12 1.28 3.74 0.258
C -2.41 0.30 -3.46 1.886
H -3.41 1.66 1.08 -0.236
H -4.54 -1.69 0.91 0.303
O 3.48 -0.12 -0.89 -0.177
O 2.48 -2.45 -0.83 -0.199
C -2.43 0.06 2.16 0.497
H 4.07 -4.50 -1.60 0.324
H 4.54 -2.33 3.38 0.323
H 4.19 -0.61 3.70 0.197
H -0.04 -2.68 4.34 0.365
N -1.82 2.40 -2.31 0.452
C -3.62 -1.40 0.38 -1.526
C 3.71 3.18 1.47 -0.770
H -1.55 1.63 4.26 0.302
C -0.51 2.16 -1.88 -0.438
H -0.93 5.09 -0.71 0.310
C 3.95 -4.35 -0.52 -1.335
C 2.59 -3.78 -0.21 0.051
H -6.19 1.05 -2.93 0.179
H -3.36 -2.22 -0.30 0.281
C -4.17 1.75 -2.59 1.344
C -0.97 -0.07 -3.58 -1.811
C 2.44 2.65 1.12 0.222
H 2.53 0.68 -2.56 -0.026
Sn -0.05 0.27 -0.41 0.949
H -3.08 -1.50 -4.45 0.331
H -2.19 -3.75 0.70 0.491
P 2.37 -1.01 -0.10 -0.948
H 0.99 -2.61 2.89 -0.073
O 3.10 -1.20 1.34 0.260
H 4.29 3.83 0.83 0.412
C -3.39 -0.58 -3.95 -1.132
H 3.76 1.91 4.56 0.455
H -4.37 0.89 2.36 0.332
H 4.75 -3.70 -0.15 0.243
C 4.29 2.78 2.69 -0.419
C -1.54 -2.03 1.79 0.683
C 1.74 1.76 1.99 -0.349
C -0.78 -1.41 2.82 0.771
H -1.42 -4.09 2.25 0.339
C -2.80 1.49 -2.80 0.265
C -0.83 0.83 4.07 -1.145
H -0.77 -0.64 -4.49 0.537
H -4.56 3.87 -2.22 0.359
H -0.21 1.89 1.44 0.663
H -4.24 2.88 -0.75 0.352
H -5.77 2.77 -1.66 0.345
C 4.57 -1.04 1.63 0.052
C -2.03 3.79 -2.07 -0.243
H -0.43 -3.62 0.85 -0.137
C -0.97 4.23 -1.38 -1.018
N 0.09 3.38 -1.78 -0.660
C 4.68 0.72 -2.79 -1.453
H 5.31 3.00 2.98 0.386
C -5.78 -1.24 -4.36 -1.597
H -5.48 -2.29 -4.21 0.355
C -4.68 2.88 -1.76 -1.986
C -3.35 1.23 2.09 -1.291
H -3.06 2.01 2.80 0.423
C -4.75 -0.30 -3.81 1.011
```

Summary:
F_max ... 5.025 eV Å⁻¹
Total charge ... -2
Electronic energy ... -2269.7387 Ha

Entry 5:
# C34H49AsIN4OSSr

A molecular structure, C34H49AsIN4OSSr (ωB97M-V with the def2-TZVPD basis set, the OMol25 dataset).

The geometry in XYZ format:
```
92
Properties=species:S:1:pos:R:3:mulliken_charge:R:1
C -4.55 1.16 0.00 -0.881
H 0.93 5.26 1.71 0.350
H 5.36 -1.98 -4.14 0.375
H 0.79 -1.79 6.63 0.394
H -3.30 3.11 2.48 0.326
H -2.13 -5.21 1.17 0.325
H -3.54 -6.74 -0.18 0.430
C -3.73 -5.37 -1.82 -0.400
H -4.33 -6.04 -2.42 0.396
C -0.06 -2.54 2.55 0.433
H -0.50 4.35 1.29 0.018
H -4.01 1.48 2.58 0.340
H 2.92 0.68 -7.19 0.402
C 2.87 3.09 -1.91 -0.721
H 3.87 2.63 1.11 0.532
H 0.88 1.39 -5.96 0.401
H 3.14 -1.94 -0.52 0.276
H 5.08 -2.67 -1.80 0.398
N -2.09 1.37 0.02 0.834
H -0.35 6.05 0.82 0.373
I -0.29 0.99 -3.22 0.126
C -2.60 -3.26 -1.55 -0.416
H -5.16 1.43 -0.86 0.283
C 2.78 0.36 -6.17 -0.585
Sr 0.57 -0.18 -0.18 1.002
C -0.22 -4.69 3.69 -0.627
C -1.32 -2.71 0.52 -0.584
H -1.26 2.20 1.74 0.316
H -0.42 -1.34 5.42 0.223
C 4.49 -1.67 -3.57 -0.841
H 1.57 5.46 -0.71 0.662
C -3.38 -4.12 -2.31 -0.816
H -4.18 3.65 -0.99 0.346
C -2.23 2.66 -0.64 0.581
H 0.15 4.59 -1.21 0.563
C 1.03 -2.80 4.75 -0.932
C 1.46 0.36 -4.18 0.211
H 1.75 -2.08 4.37 0.455
H 3.16 4.13 -2.06 0.577
H -1.91 0.58 1.95 0.225
N -4.25 2.45 0.73 -0.076
H -3.30 4.29 0.42 0.382
C -3.21 0.50 -0.36 -0.267
H -0.53 -2.90 6.26 0.284
C 3.95 4.77 0.80 -1.212
C -2.49 -4.91 0.19 -0.106
H 2.68 3.51 2.03 0.522
H 3.29 5.65 0.82 0.240
H -2.31 -2.29 -1.94 0.430
H 0.43 -5.17 4.43 0.409
C 1.62 0.77 -5.47 -0.684
C 3.69 -0.44 -5.55 -1.005
H 4.83 2.51 -1.15 0.373
H -1.35 3.27 -0.42 -1.118
H 2.19 2.82 -2.71 0.391
C 3.52 -0.85 -4.21 1.155
As 1.83 3.00 -0.25 0.510
H -3.08 -0.46 0.13 -0.143
C 2.38 -0.46 -3.46 0.367
C -3.51 3.39 -0.17 -0.959
N -0.83 -3.20 1.64 -0.143
H -2.32 -4.37 3.35 0.212
C -3.42 2.16 1.96 -0.858
C 2.18 -0.83 -2.09 -0.731
H -0.04 -5.17 2.73 0.418
H -5.15 0.56 0.69 0.411
H -1.93 -5.88 4.17 0.340
H 3.82 1.14 -1.65 0.121
H -2.27 2.51 -1.72 0.681
C 0.16 -2.17 5.83 -0.929
C 3.19 -1.61 -1.56 0.068
H 4.45 4.76 -0.17 0.253
H -3.15 0.33 -1.44 0.439
H -5.12 2.88 1.01 0.306
C 0.86 4.70 -0.39 -1.199
O -1.17 -1.55 0.04 -0.087
C 4.09 2.17 -1.88 -1.121
C 4.33 -2.04 -2.28 -0.979
H -1.88 -4.36 5.06 0.342
C -1.68 -4.82 4.10 -1.042
N 0.25 -3.29 3.61 0.119
C -3.28 -5.76 -0.57 -0.762
C -2.09 1.55 1.48 -0.200
H -3.71 -3.81 -3.30 0.421
C 3.19 3.48 1.07 -0.908
H 4.72 4.94 1.56 0.426
C -2.15 -3.65 -0.29 0.755
H 1.58 -3.65 5.14 0.409
H 4.58 -0.76 -6.08 0.386
S 0.44 -0.85 2.58 -0.420
H 4.58 2.16 -2.86 0.364
C 0.20 5.11 0.92 -0.956
```

Summary:
Energy above the lowest of the compared OMol25 structures with the same formula, charge and spin ... 11.5 kcal/mol
F_max ... 1.420 eV Å⁻¹
Total charge ... +1
Electronic energy ... -4581.4379 Ha